The following is a DFT calculation (ωB97M-V/def2-TZVPD) of a 9-piece molecular cluster, C6H32N2O8 overall at a distorted geometry.

relative energy (zero: lowest compared OMol25 entry of this formula, charge and spin)	7.949	eV
LUMO energy	-0.00173	Ha
SMILES	CC[C@@H](CNC)NC.O.O.O.O.O.O.O.O
highest occupied orbital energy	-8.1	eV

Element x y z (Å)
C1 -2.3799 0.4311 -0.1526
C2 -0.8276 0.0816 0.0855
C3 -0.7510 -1.1086 1.0618
C4 -0.0497 -2.2498 0.3006
N1 -0.9901 -3.2553 -0.0868
C5 -2.2731 -2.8863 -0.6416
N2 -0.0899 -0.5644 2.2710
C6 0.2409 -1.5847 3.2539
H1 -2.9197 -0.5247 -0.0488
H2 -2.9731 1.1528 0.6298
H3 -2.3513 0.8117 -1.1484
H4 -0.1892 0.0302 -0.8720
H5 -0.3822 1.0567 0.5355
H6 -1.8169 -1.3296 1.4876
H7 0.6981 -2.7826 0.9746
H8 0.4553 -1.8806 -0.5899
H9 -1.0204 -3.9732 0.6777
H10 -2.2480 -2.4619 -1.6547
H11 -2.7029 -1.9316 -0.1940
H12 -3.1058 -3.7799 -0.7334
H13 0.7758 -0.0335 1.8012
H14 1.2209 -1.9074 3.5033
H15 -0.2878 -1.1364 4.1674
H16 -0.1249 -2.6131 3.1247
O1 0.5184 -0.4012 -3.5902
H17 1.1367 0.2647 -3.5217
H18 0.4449 -0.7610 -4.4791
O2 -4.3405 -1.0673 2.4589
H19 -4.1515 -0.4016 1.9863
H20 -3.6507 -0.9668 3.2095
O3 -1.1997 2.1101 -3.6445
H21 -0.6891 1.4308 -3.7902
H22 -1.8868 1.7148 -3.2176
O4 3.4863 1.0789 -3.4075
H23 3.6225 0.0790 -3.3065
H24 3.4150 1.3457 -2.5950
O5 2.5502 3.7395 1.8665
H25 2.8384 3.1492 2.5826
H26 1.6476 4.0567 1.8857
O6 3.6433 1.8604 -0.9327
H27 4.3391 2.1894 -0.2412
H28 3.0596 2.6348 -0.8816
O7 3.2314 -0.3401 0.4466
H29 3.4685 0.5273 0.0665
H30 2.1543 -0.4826 0.6484
O8 0.0835 3.3122 0.5196
H31 0.7638 3.8988 0.4692
H32 -0.3924 3.4678 -0.2844

Cartesian forces (eV/Å) of the 2 atoms listed first:
C 0.4 0.3 1.8
C -0.9 3.0 0.6

---

The following is a DFT calculation (ωB97M-V/def2-TZVPD) of one molecule with the formula C3H11N2OP.

relative energy (zero: lowest compared OMol25 entry of this formula, charge and spin)	1.233	eV
LUMO energy	0.03632	Ha
SMILES	NC[C@H](O)CPN
highest occupied orbital energy	-8.2	eV

Element x y z (Å)
N1 0.5607 1.0690 1.3797
C1 -0.6634 0.2780 1.3664
C2 -0.9905 -0.3446 0.0112
O1 -2.2274 -1.0511 0.1440
C3 0.0739 -1.2635 -0.5801
P1 1.5834 -0.5739 -1.4181
N2 0.9988 1.0036 -1.9164
H1 0.4037 1.9947 0.9974
H2 0.8910 1.1923 2.3285
H3 -0.5454 -0.5434 2.0817
H4 -1.5554 0.8339 1.6738
H5 -1.2110 0.4492 -0.7038
H6 -2.0798 -1.8388 0.6847
H7 0.4349 -1.9612 0.1857
H8 -0.4259 -1.8741 -1.3353
H9 2.1925 -0.0980 -0.2432
H10 1.6973 1.7165 -1.7343
H11 0.8626 1.0112 -2.9218

Cartesian forces (eV/Å) of the 2 atoms listed first:
N 0.1 0.1 0.1
C -0.1 -0.2 0.0